Formula: C4H7NO
Source: the OMol25 dataset
Level of theory: ωB97M-V/def2-TZVPD

Last column: natural (NBO) charge in e.
Element x y z (Å)
1 O -2.78 -0.35 1.43  -0.51
2 C -1.94 -0.22 0.57  0.45
3 C -0.63 0.53 0.75  -0.32
4 N 0.39 -0.35 0.23  -0.41
5 C 0.76 -0.42 -1.17  -0.26
6 C 1.74 0.00 -0.13  -0.24
7 H -2.09 -0.68 -0.43  0.10
8 H -0.47 0.67 1.82  0.22
9 H -0.72 1.53 0.27  0.18
10 H 0.42 0.36 -1.86  0.19
11 H 0.77 -1.43 -1.58  0.20
12 H 2.49 -0.69 0.24  0.20
13 H 2.06 1.05 -0.15  0.19

For the HOMO-LUMO gap, the calculation gives 10.4 eV. The LUMO energy is 1.1 eV. As for the energy relative to the best compared isomer or geometry (same formula, charge and spin): 2.565 eV. As for the SMILES: O=CCN1CC1. The value obtained for the molar mass is 85.11 g mol⁻¹.